[1]
C5H11NOS as an isolated structure at a distorted geometry, computed with the ωB97M-V functional and the def2-TZVPD basis.

Positions of all 19 atoms, in Å:
C 1.99604 0.63143 -1.81531
N 2.52951 0.25547 -0.50312
C 1.66337 -0.38679 0.39018
C 0.21229 -0.72845 0.22793
C -0.81928 -0.05950 1.13104
S -3.12908 0.80849 -0.70415
C 1.53430 -1.08104 1.58371
O 1.56496 -2.32830 1.74542
H 1.03537 1.24164 -1.76515
H 2.73148 1.28157 -2.21991
H 1.72854 -0.26994 -2.33327
H -4.44947 1.14551 -0.63902
H -4.39354 1.89917 -0.75041
H -0.05747 -1.82441 0.07982
H -0.07064 -0.49683 -0.84932
H -1.14132 -0.64425 2.00026
H -1.80689 0.00544 0.63505
H -0.57460 1.01694 1.31295
H 1.44643 -0.46616 2.47331

Output
HOMO	-9.434	eV
energy above the lowest of the compared OMol25 structures with the same formula, charge and spin	828.6	kJ/mol
maximum force	7.496	eV/A
electronic energy	-19728.5072	eV

***

[2]
An isolated molecule of C5H11NOS2 at a distorted geometry, computed with the ωB97M-V functional and the def2-TZVPD basis.

Positions of all 20 atoms, in Å:
C -1.60919 -0.03801 0.46704
C -2.02060 1.16359 1.32837
C 1.12070 -2.53021 0.36193
C 1.87329 1.35366 -1.44216
C -0.13726 0.19166 -0.06847
N -2.19731 -1.09861 0.22385
O -0.19218 2.69241 -0.76016
S 0.36360 -1.58991 -1.05756
S -0.01332 1.41442 -1.44508
H -2.74814 0.77106 2.08723
H -2.57133 1.80378 0.55952
H -1.13240 1.70625 1.60705
H 2.19068 -2.30707 0.50994
H 1.14688 -3.58247 0.10515
H 0.55684 -2.46390 1.30660
H 2.05517 0.18849 -1.34232
H 2.29571 1.82404 -0.48675
H 2.11765 1.66941 -2.45404
H 0.46621 0.61783 0.73185
H -1.56499 -1.78640 -0.23199

Output
HOMO	-9.153	eV
energy above the lowest of the compared OMol25 structures with the same formula, charge and spin	374.7	kJ/mol
maximum force	3.563	eV/A
electronic energy	-30568.3365	eV

***

[3]
A 2-piece molecular cluster, C5H11NOS2 overall at a distorted geometry, computed with the ωB97M-V functional and the def2-TZVPD basis.

Positions of all 20 atoms, in Å:
C 1.07914 0.81224 0.17682
C 0.72702 -1.57210 0.29651
C 2.95037 -0.64625 -0.13447
C -2.39514 1.19327 -1.27728
C -1.66696 0.85619 1.29345
N 1.53743 -0.38772 0.10947
O -2.24105 -1.22531 -0.14442
S 1.56177 2.31782 0.04609
S -2.77936 0.11214 0.17760
H 0.85604 -1.96158 1.31057
H -0.33410 -1.35599 0.13816
H 1.03938 -2.33297 -0.41994
H 3.51568 0.27623 -0.02344
H 3.31401 -1.38364 0.58257
H 3.08865 -1.03378 -1.14566
H -3.02728 0.88575 -2.10450
H -1.34822 1.07469 -1.53353
H -2.60554 2.21755 -0.98679
H -1.40966 0.25793 2.15068
H -1.86220 1.89553 1.48813

Output
HOMO (spin up / spin down)	-8.184 / -7.277	eV
energy above the lowest of the compared OMol25 structures with the same formula, charge and spin	492.7	kJ/mol
maximum force	1.276	eV/A
electronic energy	-30567.1136	eV

***

[4]
C5H11NP as an isolated structure at a distorted geometry, computed with the ωB97M-V functional and the def2-TZVPD basis.

Positions of all 18 atoms, in Å:
C 1.08347 1.10777 -0.08454
C 1.07769 -1.31749 -0.13814
C -0.16574 1.54129 0.68665
C -0.07476 -1.28880 0.93654
C -2.45743 -0.10089 -0.61312
N 0.82644 -0.09379 -0.81763
P -1.08613 0.02347 0.17927
H 1.18913 1.80280 -0.90482
H 2.04081 1.07754 0.40568
H 2.12030 -1.40956 0.11802
H 0.95228 -2.07158 -0.86814
H -0.16262 1.64802 1.80649
H -0.61789 2.47677 0.12287
H -0.39481 -2.30302 0.97723
H 0.27356 -0.94324 1.88875
H -2.70540 0.93414 -1.05377
H -3.21066 -0.85115 -0.90856
H 1.31177 -0.23228 -1.73281

Output
net charge	+1
HOMO	-13.644	eV
energy above the lowest of the compared OMol25 structures with the same formula, charge and spin	123.0	kJ/mol
maximum force	3.171	eV/A
electronic energy	-16133.0729	eV

***

[5]
An isolated ion of composition C5H11NP and charge +1 at a distorted geometry, computed with the ωB97M-V functional and the def2-TZVPD basis.

Positions of all 18 atoms, in Å:
C 1.68347 0.14904 0.03921
C 0.46781 -0.34432 0.83396
C -1.98216 0.18849 0.51814
C 1.52749 1.62310 -0.41241
C -0.76799 -1.39445 -0.98441
N -0.66971 -0.35859 0.01018
P 3.24484 -0.43411 -0.10909
H 0.56256 -1.28207 1.32149
H 0.24157 0.27217 1.70891
H -2.29023 -0.69842 1.12276
H -2.44538 0.43864 -0.36091
H 2.11065 2.16364 0.43471
H 0.39365 1.82613 -0.60577
H 2.16726 1.89028 -1.20848
H -1.50352 -1.18362 -1.74851
H 0.25834 -1.57017 -1.24867
H -1.24039 -2.22996 -0.45151
H -1.75828 0.94421 1.14038

Output
net charge	+1
HOMO (spin up / spin down)	-11.995 / -13.129	eV
energy above the lowest of the compared OMol25 structures with the same formula, charge and spin	0.0	kJ/mol
<S²>	2.019
maximum force	5.214	eV/A
spin multiplicity	3
electronic energy	-16130.6556	eV

***

[6]
An isolated molecule of C5H11NS, computed with the ωB97M-V functional and the def2-TZVPD basis.

Positions of all 18 atoms, in Å:
C -0.21699 1.76751 1.18156
C 0.60323 0.98626 0.16259
C -0.03241 -0.29388 -0.37035
C 0.91198 -1.16818 -1.17754
S 2.14545 -2.02120 -0.15548
C -1.46728 -0.34265 -0.70867
N -0.95226 -1.08278 0.44630
H -1.19869 2.06974 0.82059
H 0.30521 2.68021 1.47837
H -0.39027 1.22860 2.13038
H 0.81056 1.62748 -0.70673
H 1.55960 0.70855 0.62135
H 1.47471 -0.57875 -1.86795
H 0.32756 -1.91583 -1.70879
H 1.24409 -2.62768 0.61776
H -2.08391 0.53583 -0.54088
H -1.84027 -0.95920 -1.52259
H -1.20032 -0.61402 1.30009

Output
HOMO	-8.902	eV
energy above the lowest of the compared OMol25 structures with the same formula, charge and spin	56.5	kJ/mol
SMILES	CC[C@]1(CS)CN1
maximum force	0.984	eV/A
electronic energy	-17687.8774	eV

***

[7]
An isolated molecule of C5H11NSi at a distorted geometry, computed with the ωB97M-V functional and the def2-TZVPD basis.

Positions of all 18 atoms, in Å:
C -1.11973 0.40604 0.78550
C 0.09825 -0.04598 -0.01940
C -0.22435 -0.17268 -1.52380
C 0.48397 -1.36293 0.68092
Si 1.54599 1.27811 0.36369
C 3.37744 0.03725 -0.21606
N 4.27644 -0.51374 -0.63041
H -0.98640 0.79836 1.81825
H -1.70619 1.31319 0.20991
H -1.69475 -0.51070 0.98767
H 0.45403 -1.06558 -1.81567
H 0.08376 0.82374 -2.00899
H -1.36150 -0.44349 -1.71798
H 1.52570 -1.49111 0.60248
H 0.08951 -1.40237 1.73640
H 0.03841 -2.14584 0.16792
H 1.97085 1.67331 1.82466
H 1.22000 2.45259 -0.39957

Output
HOMO	-10.531	eV
energy above the lowest of the compared OMol25 structures with the same formula, charge and spin	313.3	kJ/mol
SMILES	CC(C)(C)[SiH2]C#N
maximum force	5.768	eV/A
electronic energy	-14728.4886	eV

***

[8]
C5H11NSi as an isolated structure at a distorted geometry, computed with the ωB97M-V functional and the def2-TZVPD basis.

Positions of all 18 atoms, in Å:
C 0.07061 -0.11933 1.40336
C 1.60783 -0.38199 3.37297
C 0.80685 0.30779 -2.53153
C -2.39286 0.34989 -1.82382
C 0.28972 -0.01279 2.74571
N -0.05484 0.09671 0.21185
Si -0.73313 -0.57460 -2.02982
H 1.47890 -0.70749 4.46512
H 2.14485 -1.17590 3.01219
H 2.43218 0.44944 3.28021
H 1.02939 0.41620 -3.53261
H 1.01777 1.28912 -1.96345
H 1.71377 -0.26439 -2.24300
H -2.08317 1.29478 -2.31042
H -3.38882 0.00522 -2.17824
H -2.42912 0.63233 -0.77154
H -0.59982 0.28374 3.31256
H -0.91011 -1.88872 -2.41953

Output
HOMO	-6.567	eV
energy above the lowest of the compared OMol25 structures with the same formula, charge and spin	392.4	kJ/mol
maximum force	4.848	eV/A
electronic energy	-14727.6684	eV

***

[9]
An isolated molecule of C5H11O at a distorted geometry, computed with the ωB97M-V functional and the def2-TZVPD basis.

Positions of all 17 atoms, in Å:
C -2.33525 -0.78577 -0.05787
O -3.18366 -1.37023 -0.95563
C -0.94916 -0.41281 -0.53469
C -0.09805 0.07180 0.65451
C 1.42433 -0.08026 0.40271
C 2.02328 1.01674 -0.44901
H -2.20078 -1.33815 0.88878
H -2.85939 0.09431 0.35922
H -0.38176 -1.22666 -0.96649
H -0.99623 0.36609 -1.30397
H -0.19678 1.13687 0.85761
H -0.34742 -0.37876 1.62124
H 1.91170 -0.05262 1.39904
H 1.78653 -1.06434 0.10854
H 1.42770 1.11593 -1.37248
H 1.89465 1.99272 0.01969
H 3.08028 0.91513 -0.67119

Output
HOMO (spin up / spin down)	-10.614 / -10.083	eV
energy above the lowest of the compared OMol25 structures with the same formula, charge and spin	65.4	kJ/mol
<S²>	0.754
maximum force	1.960	eV/A
spin multiplicity	2
electronic energy	-7408.3962	eV

***

[10]
A 2-piece molecular cluster, C5H11O2 overall at a distorted geometry, computed with the ωB97M-V functional and the def2-TZVPD basis.

Positions of all 18 atoms, in Å:
C 2.35628 0.32868 -1.69643
C 2.17029 0.54538 -0.18273
O 2.38692 -0.41670 0.59318
O 1.79690 1.69797 0.16383
H 2.46508 1.30085 -2.16564
H 1.60654 -0.38600 -2.04469
H 3.28323 -0.24009 -1.82782
C -1.45718 0.28300 0.34272
C -0.92186 -1.00234 -0.26059
C -2.03142 0.07172 1.78412
H -0.63231 0.99096 0.43736
H -2.19649 0.83288 -0.24881
H -0.78917 -0.91788 -1.34209
H -1.53036 -1.89570 -0.09030
H -3.11190 0.24133 1.84362
H -1.95449 -0.97927 2.07235
H 0.05120 -1.19620 0.18150
H -1.49127 0.74140 2.44044

Output
net charge	-1
HOMO	-3.835	eV
energy above the lowest of the compared OMol25 structures with the same formula, charge and spin	35.9	kJ/mol
maximum force	1.423	eV/A
electronic energy	-9459.6572	eV

***

[11]
A 2-piece molecular cluster, C5H11O2 overall at a distorted geometry, computed with the ωB97M-V functional and the def2-TZVPD basis.

Positions of all 18 atoms, in Å:
C 0.28798 0.14596 -1.72156
C -1.00411 0.35844 -2.52261
C 0.68606 1.06560 -0.61606
O 1.84440 0.96936 -0.12869
O -0.21756 1.85601 -0.21945
H 0.28444 -0.85999 -1.29117
H 1.07458 0.12821 -2.49317
H -1.67541 0.83701 -1.79142
H -1.49875 -0.49784 -2.96778
H -0.81389 1.07007 -3.33361
C -0.26527 -1.14503 1.63721
C 0.43341 -0.25905 2.64673
H 0.49324 -1.31642 0.87970
H -0.83092 -1.89524 2.18026
H -1.04013 -0.50332 1.18760
H 1.29682 -0.77334 3.09286
H 1.06975 0.47330 2.11080
H -0.12465 0.34627 3.35035

Output
net charge	-1
HOMO	-3.963	eV
energy above the lowest of the compared OMol25 structures with the same formula, charge and spin	66.0	kJ/mol
maximum force	3.048	eV/A
electronic energy	-9459.3451	eV

***

[12]
A 2-piece molecular cluster, C5H11O2 overall, computed with the ωB97M-V functional and the def2-TZVPD basis.

Positions of all 18 atoms, in Å:
C -1.26123 -0.20974 -0.88398
C -0.18458 -0.69868 -1.85816
C -1.26454 -1.09210 0.39255
O -0.55971 -0.68037 1.34640
O -1.93797 -2.14186 0.31506
H -1.06379 0.83199 -0.61391
H -2.26823 -0.23213 -1.31406
H -0.22836 -1.79017 -1.91611
H 0.77873 -0.47001 -1.41270
H -0.31705 -0.31848 -2.87802
C 1.85866 1.50767 1.05878
C 2.34638 2.47709 -0.00551
H 2.05374 1.82758 2.07682
H 0.79008 1.26669 1.01189
H 2.36109 0.54647 0.92198
H 2.07189 2.13062 -1.00352
H 3.43565 2.53612 -0.00570
H 1.96956 3.49729 0.08615

Output
net charge	-1
HOMO	-3.935	eV
energy above the lowest of the compared OMol25 structures with the same formula, charge and spin	16.2	kJ/mol
maximum force	0.805	eV/A
electronic energy	-9459.8611	eV

***

[13]
A 2-piece molecular cluster, C5H11O2 overall, computed with the ωB97M-V functional and the def2-TZVPD basis.

Positions of all 18 atoms, in Å:
C -0.91533 0.31246 -1.80665
C -1.02507 1.61267 -1.03087
H 0.13925 0.07218 -1.97612
H -1.30872 -0.55796 -1.28314
H -1.35715 0.33613 -2.80781
H -0.63275 2.45114 -1.60877
H -0.39042 1.56929 -0.14136
H -2.04850 1.80194 -0.70056
C 1.08316 -0.57349 1.60374
C -0.32554 -1.11737 1.47131
C 1.85094 -0.40580 0.24706
O 1.77854 -1.39641 -0.51875
O 2.44697 0.67558 0.06914
H 1.11425 0.40526 2.08699
H 1.67768 -1.31122 2.14766
H -0.37431 -1.93717 0.75618
H -1.02235 -0.36438 1.09368
H -0.69064 -1.57286 2.39824

Output
net charge	-1
HOMO	-3.955	eV
energy above the lowest of the compared OMol25 structures with the same formula, charge and spin	12.3	kJ/mol
maximum force	0.960	eV/A
electronic energy	-9459.9015	eV